1.
C35H28InN15O2S4 as an isolated structure. Source: the OMol25 dataset; level of theory: ωB97M-V with the def2-TZVPD basis set.

XYZ file:
```
85
Properties=species:S:1:pos:R:3:forces:R:3:lowdin_charge:R:1
In 0.400 0.049 0.138 0.2 0.0 0.4 0.63
N 1.477 1.139 3.438 0.1 0.0 -0.1 0.16
C 0.765 -0.037 3.357 0.0 0.0 0.0 -0.45
N 0.430 -0.745 4.420 0.0 0.0 0.0 0.05
N -0.232 -1.803 3.923 0.0 0.0 0.0 -0.07
N -0.291 -1.747 2.643 0.0 0.0 0.0 -0.06
N 0.355 -0.622 2.231 0.0 0.0 -0.1 -0.03
C 1.620 2.037 2.411 -0.1 0.0 0.0 -0.44
N 2.150 3.244 2.569 0.0 0.0 0.0 0.06
N 2.081 3.807 1.360 0.1 -0.1 -0.1 -0.04
N 1.562 2.988 0.513 -0.1 0.1 0.1 -0.11
N 1.248 1.835 1.150 0.1 -0.1 -0.1 -0.04
H 1.668 1.481 4.365 0.0 0.0 0.0 0.15
C -7.296 4.179 -1.403 0.0 0.0 0.0 -0.05
C -6.070 3.644 -0.716 0.0 0.0 0.0 -0.27
C -5.016 3.103 -1.446 0.0 0.0 0.0 -0.04
C -3.889 2.604 -0.810 0.0 0.0 0.1 -0.07
C -3.811 2.639 0.574 0.1 0.0 0.0 -0.28
C -4.857 3.159 1.322 0.0 0.0 0.0 -0.04
C -5.974 3.661 0.673 0.0 0.0 0.0 -0.03
S -2.338 2.113 1.429 0.1 0.1 0.0 0.58
O -2.767 1.657 2.723 0.0 0.0 0.0 -0.28
O -1.411 3.212 1.353 0.0 0.0 0.0 -0.30
N -1.715 0.929 0.531 -0.3 0.0 -0.1 -0.16
C -2.415 -0.211 0.236 0.1 0.1 0.1 -0.40
C -3.745 -0.542 0.550 0.0 0.0 -0.1 0.01
C -4.264 -1.704 0.031 0.0 0.0 0.0 -0.05
C -3.482 -2.531 -0.781 0.0 0.0 0.0 -0.06
C -2.169 -2.176 -0.976 0.0 0.0 0.0 -0.14
N -1.639 -1.066 -0.453 0.0 -0.1 0.0 0.04
H -7.152 4.235 -2.481 0.0 0.0 0.0 0.07
H -7.546 5.177 -1.039 0.0 0.0 0.0 0.08
H -8.158 3.537 -1.211 0.0 0.0 0.0 0.08
H -5.084 3.063 -2.528 0.0 0.0 0.0 0.11
H -3.082 2.157 -1.376 -0.1 0.0 0.0 0.08
H -4.788 3.163 2.402 0.0 0.0 0.0 0.12
H -6.789 4.072 1.258 0.0 0.0 0.0 0.12
H -4.328 0.096 1.195 0.0 0.0 0.0 0.11
H -5.285 -1.979 0.260 0.0 0.0 0.0 0.11
H -3.876 -3.439 -1.214 0.0 0.0 0.0 0.10
H -1.496 -2.795 -1.558 0.0 0.0 0.0 0.12
S 5.386 3.503 -0.469 0.0 0.0 0.0 1.07
C 6.683 4.316 -1.221 0.0 0.0 0.0 -0.41
C 7.379 3.503 -2.064 0.0 0.0 0.0 -0.18
C 6.851 2.188 -2.097 0.0 0.0 0.0 -0.13
C 5.765 2.031 -1.280 0.0 0.1 0.0 -0.49
C 4.976 0.816 -1.060 0.0 0.0 0.0 -0.18
C 3.629 0.907 -0.653 0.0 0.0 0.0 -0.09
N 2.863 -0.138 -0.439 0.0 -0.1 -0.1 0.06
C 3.372 -1.368 -0.639 0.0 0.1 0.0 -0.14
C 4.702 -1.577 -1.021 0.0 0.0 0.0 -0.12
C 5.198 -2.919 -1.133 0.0 0.0 0.0 -0.01
C 4.408 -3.972 -0.841 0.0 0.0 0.0 -0.01
C 3.041 -3.786 -0.443 0.0 0.0 0.0 -0.12
C 2.215 -4.848 -0.036 0.0 0.0 0.0 0.05
C 0.932 -4.589 0.377 -0.1 0.0 0.0 -0.18
C 0.470 -3.259 0.291 0.1 0.0 0.0 -0.08
N 1.218 -2.248 -0.087 0.0 0.0 0.0 0.09
C 2.511 -2.491 -0.398 0.0 0.0 0.0 -0.13
C 0.017 -5.588 0.936 0.0 0.0 0.0 -0.50
C -0.890 -5.365 1.934 0.0 0.0 0.0 -0.10
C -1.618 -6.536 2.275 0.0 0.0 0.0 -0.17
C -1.252 -7.615 1.532 0.0 0.0 0.0 -0.42
S -0.019 -7.227 0.411 0.0 0.0 0.0 1.04
C 5.504 -0.445 -1.228 0.0 0.0 0.0 0.06
H 6.864 5.356 -1.004 0.0 0.0 0.0 0.07
H 8.230 3.830 -2.643 0.0 0.0 0.0 0.10
H 7.242 1.399 -2.724 0.0 0.0 0.0 0.11
H 3.167 1.877 -0.511 0.0 0.0 0.0 0.07
H 6.228 -3.065 -1.432 0.0 0.0 0.0 0.12
H 4.795 -4.982 -0.893 0.0 0.0 0.0 0.12
H 2.613 -5.856 -0.007 0.0 0.0 0.0 0.12
H -0.545 -3.048 0.581 0.0 0.1 0.0 0.08
H -0.997 -4.402 2.419 0.0 0.0 0.0 0.11
H -2.373 -6.572 3.046 0.0 0.0 0.0 0.11
H -1.641 -8.619 1.582 0.0 0.0 0.0 0.06
H 6.545 -0.573 -1.500 0.0 0.0 0.0 0.13
N -1.490 2.173 -3.224 0.0 0.0 0.0 0.11
C -0.515 2.178 -2.305 0.1 -0.1 0.0 -0.86
N -0.403 3.187 -1.478 0.0 0.0 0.1 0.15
S 0.590 0.847 -2.297 -0.1 0.1 -0.1 0.71
H -2.065 2.982 -3.386 0.0 0.0 0.0 0.12
H -1.577 1.374 -3.825 0.0 0.0 0.0 0.10
H -1.174 3.821 -1.320 0.0 0.0 -0.1 0.12
H 0.370 3.217 -0.783 0.0 -0.1 0.0 0.05
```
Forces are in eV/Å.

Summary:
Spin multiplicity: 1

***

2.
C35H29BFNO2S2Sc as an isolated structure. Source: the OMol25 dataset; level of theory: ωB97M-V with the def2-TZVPD basis set.

XYZ file:
```
72
Properties=species:S:1:pos:R:3:forces:R:3:lowdin_charge:R:1
Sc -2.005 -1.758 -2.104 0.0 -0.2 0.2 1.02
C -2.650 -5.081 5.380 0.0 0.0 -0.1 -0.03
C -2.081 -4.336 4.203 0.0 0.0 0.1 -0.24
C -2.855 -3.421 3.489 0.0 0.0 0.0 -0.01
C -2.340 -2.738 2.399 0.0 -0.1 0.0 -0.05
C -1.028 -2.990 2.025 0.0 0.0 0.0 -0.42
C -0.235 -3.909 2.698 0.0 0.0 0.0 -0.06
C -0.768 -4.568 3.791 0.0 0.0 0.0 -0.02
S -0.298 -2.147 0.665 -0.1 -0.1 -0.2 1.17
O -1.525 -1.664 -0.154 0.0 0.0 0.4 -0.58
C 0.337 -0.668 1.421 0.0 0.1 0.0 -0.29
C 0.027 -0.325 2.755 0.0 0.0 0.0 -0.03
C 0.553 0.814 3.283 0.0 0.1 0.1 0.01
C 1.401 1.653 2.520 0.0 0.0 0.0 -0.14
C 1.945 2.843 3.066 0.0 0.0 0.0 -0.02
C 2.754 3.642 2.315 0.0 0.0 -0.1 -0.05
C 3.061 3.296 0.978 0.0 0.0 0.1 -0.05
C 2.552 2.161 0.422 0.0 -0.1 0.0 -0.01
C 1.710 1.305 1.182 0.0 0.0 0.0 -0.11
C 1.154 0.115 0.634 0.0 0.0 -0.1 -0.17
C 1.404 -0.217 -0.806 -0.1 -0.1 0.2 -0.17
C 2.607 -0.859 -1.214 0.0 0.0 0.1 -0.10
C 3.597 -1.253 -0.277 0.0 0.0 0.0 0.00
C 4.733 -1.877 -0.701 0.0 0.0 -0.1 -0.05
C 4.941 -2.135 -2.076 0.0 0.0 0.1 -0.05
C 4.004 -1.769 -2.996 0.0 0.0 0.0 -0.01
C 2.812 -1.124 -2.589 0.0 0.0 0.0 -0.13
C 1.826 -0.743 -3.533 0.1 0.0 -0.1 0.02
C 0.678 -0.134 -3.136 0.1 0.0 0.0 -0.07
C 0.476 0.118 -1.761 0.0 0.2 0.0 -0.32
S -1.041 0.921 -1.260 0.1 0.4 0.0 1.14
O -2.084 0.262 -2.213 0.5 0.5 0.1 -0.53
C -0.775 2.553 -1.864 -0.1 0.0 -0.1 -0.37
C -0.392 3.488 -0.915 0.0 0.0 0.0 -0.07
C -0.117 4.785 -1.326 0.0 0.0 0.0 -0.02
C -0.249 5.153 -2.660 0.0 0.1 -0.1 -0.25
C 0.033 6.561 -3.107 0.0 -0.1 0.0 -0.03
C -0.669 4.192 -3.587 0.0 0.1 0.0 -0.01
C -0.931 2.893 -3.204 0.0 0.0 0.1 -0.05
H -3.614 -4.676 5.680 0.0 0.0 0.0 0.08
H -1.974 -5.035 6.234 0.0 0.0 0.0 0.09
H -2.790 -6.135 5.133 0.0 0.0 0.0 0.09
H -3.880 -3.242 3.789 0.0 0.0 0.0 0.12
H -2.947 -2.035 1.845 0.0 0.0 0.0 0.12
H 0.780 -4.109 2.373 0.0 0.0 0.0 0.12
H -0.161 -5.288 4.328 0.0 0.0 0.0 0.13
H -0.614 -0.958 3.352 0.0 0.0 0.0 0.11
H 0.323 1.091 4.304 0.0 0.0 0.0 0.13
H 1.707 3.104 4.090 0.0 0.0 0.0 0.12
H 3.168 4.546 2.742 0.0 0.0 0.0 0.11
H 3.705 3.941 0.394 0.0 0.0 0.0 0.11
H 2.786 1.907 -0.605 0.0 0.0 0.0 0.13
H 3.443 -1.051 0.776 0.0 0.0 0.0 0.12
H 5.484 -2.177 0.017 0.0 0.0 0.0 0.11
H 5.850 -2.627 -2.395 0.0 0.0 0.0 0.11
H 4.159 -1.969 -4.050 0.0 0.0 0.0 0.12
H 1.996 -0.950 -4.582 0.0 0.0 0.0 0.13
H -0.068 0.153 -3.863 -0.1 0.0 0.0 0.11
H -0.308 3.211 0.131 0.0 0.0 0.0 0.11
H 0.188 5.523 -0.594 0.0 0.0 0.0 0.12
H 0.316 7.197 -2.270 0.0 0.0 0.0 0.08
H -0.845 6.997 -3.585 0.0 0.0 0.0 0.09
H 0.843 6.579 -3.838 0.0 0.0 0.0 0.09
H -0.800 4.478 -4.624 0.0 0.0 0.0 0.13
H -1.282 2.166 -3.923 0.0 0.0 0.0 0.11
F -0.623 -2.837 -2.575 0.5 -0.4 -0.4 -0.35
B -6.399 -1.678 -1.496 -0.1 0.0 0.0 -0.38
C -4.989 -2.045 -2.017 -0.2 0.0 0.1 -0.16
N -3.913 -2.318 -2.379 -0.7 -0.3 -0.2 0.02
H -6.222 -0.915 -0.567 0.0 -0.1 -0.1 0.02
H -6.897 -2.727 -1.147 0.0 0.1 0.0 0.02
H -6.984 -1.160 -2.421 0.1 0.0 0.1 0.02
```
Forces are in eV/Å.

Summary:
Total charge: +1
Spin multiplicity: 1

***

3.
C35H29BaBrN5O10P as an isolated structure. Source: the OMol25 dataset; level of theory: ωB97M-V with the def2-TZVPD basis set.

XYZ file:
```
82
Properties=species:S:1:pos:R:3:forces:R:3:lowdin_charge:R:1
Ba -0.332 0.462 -0.213 -0.2 0.2 0.1 1.94
O 1.398 1.807 -4.448 0.1 -0.3 -0.1 0.08
C 1.322 1.439 -3.181 0.2 0.1 0.1 -0.48
O 0.730 2.053 -2.324 0.1 -0.2 -0.1 -0.01
C 2.115 0.177 -2.910 0.1 0.1 -0.1 -0.17
C 2.891 -0.406 -3.903 0.0 0.0 0.0 0.03
C 3.646 -1.520 -3.577 0.0 0.0 0.0 -0.01
C 3.573 -2.026 -2.290 -0.1 0.0 -0.1 0.02
C 2.750 -1.384 -1.374 0.0 0.0 0.1 -0.19
N 2.063 -0.286 -1.664 -0.1 0.0 -0.3 0.09
C 2.638 -1.853 0.059 0.0 0.0 0.0 -0.49
O 2.577 -3.189 0.234 0.1 0.0 0.0 0.12
O 2.642 -1.094 0.978 -0.1 0.0 0.0 0.15
H 0.896 2.639 -4.608 0.0 -0.1 0.2 -0.03
H 2.905 0.017 -4.896 0.0 0.0 0.0 0.12
H 4.284 -1.986 -4.315 0.0 0.0 0.0 0.12
H 4.155 -2.889 -1.996 0.0 0.0 0.0 0.13
H 2.401 -3.629 -0.607 0.0 0.0 0.0 0.10
Br 0.161 4.610 -5.230 -0.1 0.4 -0.2 0.86
C -1.703 4.694 -4.826 0.1 -0.1 0.0 -0.64
C -2.621 4.368 -5.803 0.0 0.0 0.0 -0.12
C -3.969 4.364 -5.470 0.0 0.0 0.0 -0.04
C -4.371 4.644 -4.173 0.0 0.0 0.0 -0.28
C -3.432 5.057 -3.228 0.0 0.0 0.0 -0.01
C -2.088 5.075 -3.549 0.0 0.0 0.0 -0.10
N -5.777 4.584 -3.881 0.1 0.1 -0.1 0.06
N -6.196 4.001 -2.865 -0.1 -0.1 0.2 0.07
C -5.306 3.258 -2.038 0.0 0.0 0.0 -0.28
C -5.308 3.557 -0.692 0.0 0.0 0.0 -0.04
C -4.286 3.143 0.156 0.0 0.1 0.0 -0.01
C -3.189 2.397 -0.310 0.0 0.0 0.0 -0.40
O -2.166 2.131 0.399 0.0 -0.2 -0.2 -0.27
C -3.303 1.904 -1.687 0.0 0.0 0.0 -0.15
N -2.340 1.055 -2.129 0.0 0.1 0.1 0.00
C -2.407 0.581 -3.348 -0.1 -0.1 0.0 -0.16
C -3.467 0.862 -4.225 0.0 0.0 0.0 -0.04
C -4.438 1.729 -3.809 0.0 0.0 0.0 -0.01
C -4.361 2.317 -2.527 0.0 0.0 0.0 -0.12
H -2.297 4.108 -6.801 0.0 0.0 0.0 0.10
H -4.717 4.103 -6.208 0.0 0.0 0.0 0.12
H -3.745 5.314 -2.225 0.0 0.0 0.0 0.13
H -1.351 5.355 -2.810 0.0 0.0 0.0 0.11
H -6.087 4.214 -0.319 0.0 0.0 0.0 0.12
H -4.275 3.448 1.194 0.0 0.0 0.0 0.11
H -1.604 -0.086 -3.658 0.0 0.0 0.0 0.10
H -3.504 0.402 -5.203 0.0 0.0 0.0 0.11
H -5.277 1.966 -4.451 0.0 0.0 0.0 0.12
O -1.536 -0.296 3.912 0.0 0.0 0.0 0.04
C -0.781 -0.164 2.961 0.2 -0.1 0.1 -0.65
O -0.776 -0.814 1.859 0.0 0.2 0.2 -0.33
C 0.332 0.898 3.132 0.0 0.0 0.1 -0.17
C 0.697 1.252 4.456 0.0 0.0 0.0 0.02
C 1.686 2.163 4.651 0.0 0.0 0.0 0.00
C 2.311 2.770 3.534 0.0 0.0 0.0 -0.15
C 3.333 3.740 3.647 0.0 0.0 0.0 -0.03
C 3.879 4.308 2.531 0.0 0.0 0.0 -0.08
C 3.422 3.930 1.249 0.0 0.0 0.0 -0.08
C 2.440 2.992 1.112 0.0 0.0 0.0 -0.01
C 1.865 2.386 2.255 0.0 0.0 -0.1 -0.21
N 0.896 1.442 2.079 -0.2 -0.2 0.1 0.04
H 0.165 0.778 5.267 0.0 0.0 0.0 0.12
H 2.000 2.444 5.650 0.0 0.0 0.0 0.12
H 3.672 4.029 4.635 0.0 0.0 0.0 0.11
H 4.659 5.052 2.624 0.0 0.0 0.0 0.10
H 3.855 4.393 0.371 0.0 0.0 0.0 0.10
H 2.081 2.702 0.131 0.0 0.0 0.0 0.09
C -0.498 -5.298 -0.298 0.0 0.0 0.0 -0.13
O -1.438 -4.359 -0.825 0.0 0.0 0.0 -0.33
P -0.908 -2.840 -1.066 0.1 0.1 0.0 0.77
O -0.351 -2.862 -2.593 0.0 -0.1 0.0 -0.37
C -1.143 -3.378 -3.676 0.0 0.0 0.0 -0.10
O -2.335 -2.136 -1.342 0.1 0.0 0.0 -0.37
C -3.240 -1.937 -0.231 0.0 0.0 0.0 -0.09
H -1.048 -6.206 -0.068 0.0 0.0 0.0 0.09
H -0.032 -4.916 0.613 0.0 0.0 0.0 0.08
H 0.273 -5.533 -1.037 0.0 0.0 0.0 0.08
H -0.494 -3.988 -4.301 0.0 0.0 0.0 0.09
H -1.539 -2.547 -4.258 0.0 0.0 0.0 0.07
H -1.970 -3.982 -3.306 0.0 0.0 0.0 0.08
H -3.979 -1.213 -0.566 0.0 0.0 0.0 0.09
H -2.711 -1.559 0.648 0.0 0.0 0.0 0.06
H -3.726 -2.880 0.016 0.0 0.0 0.0 0.09
```
Forces are in eV/Å.

Summary:
Spin multiplicity: 1

***

Number 1: maximum force 0.4 eV/Å, E_HOMO -7.7 eV, frontier orbital gap 6.95 eV. Number 2: maximum force 0.8 eV/Å, E_HOMO -11.6 eV, frontier orbital gap 8.23 eV. Number 3: maximum force 0.4 eV/Å, E_HOMO -6.8 eV, frontier orbital gap 5.66 eV.